No. 1
{
  "formula": "C8H20NO7P",
  "method": "ωB97M-V with the def2-TZVPD basis set",
  "e_tot_ev": -33724.100,
  "smiles": "COP(=O)(OC)OC.CCOCCOC(N)=O",
  "orbital_gap_ev": 6.527,
  "lumo_energy_ha": -0.1087,
  "mol_weight_g_mol": 273.22,
  "spin_multiplicity": 1,
  "species": ["C", "O", "P", "O", "O", "C", "O", "C", "H", "H", "H", "H", "H", "H", "H", "H", "H", "C", "C", "O", "C", "C", "O", "C", "N", "O", "H", "H", "H", "H", "H", "H", "H", "H", "H", "H", "H"],
  "xyz": [[-0.06103, -0.04105, 3.75855], [-1.17470, -0.49940, 3.00786], [-1.97382, 0.59850, 1.93612], [-0.66208, 0.85899, 1.18833], [-2.13935, 1.69919, 3.15169], [-3.04010, 1.39867, 4.19822], [-2.77302, 1.69652, 0.86441], [-4.01695, 1.21652, 0.40983], [0.76841, -0.73805, 3.61989], [0.26539, 0.96509, 3.47330], [-0.33590, -0.03582, 4.81522], [-2.51868, 1.53078, 5.14867], [-3.40715, 0.37016, 4.13580], [-3.88491, 2.08877, 4.15885], [-4.68189, 1.02604, 1.25618], [-3.87390, 0.29025, -0.16386], [-4.47515, 1.96840, -0.24117], [4.12300, -1.61327, -2.98695], [3.55070, -1.21298, -1.50262], [3.49882, 0.23030, -1.22307], [2.60198, 0.94969, -2.14027], [0.99774, 0.56029, -1.90901], [0.34394, 0.04985, -3.13511], [-0.75162, -0.81397, -2.61368], [-0.52466, -2.24620, -2.12027], [-2.03440, -0.37243, -2.52251], [4.85895, -2.54027, -2.85431], [3.25170, -2.01825, -3.69295], [4.74353, -0.77345, -3.52136], [4.32203, -1.67199, -0.71563], [2.54100, -1.78709, -1.33830], [2.92367, 0.90646, -3.27564], [2.67848, 2.10259, -1.83992], [0.92585, -0.28415, -1.09263], [0.40377, 1.49048, -1.46482], [0.50234, -2.40186, -2.01599], [-0.97201, -2.94732, -2.75284]]
}

No. 2
{
  "formula": "C2HF4P",
  "method": "ωB97M-V with the def2-TZVPD basis set",
  "e_tot_ev": -22247.352,
  "smiles": "F/C=P/C(F)(F)F",
  "orbital_gap_ev": 10.249,
  "lumo_energy_ha": -0.0090,
  "mol_weight_g_mol": 132.00,
  "spin_multiplicity": 1,
  "de_lowest_kcal_mol": 38.2,
  "species": ["F", "C", "P", "C", "F", "F", "F", "H"],
  "xyz": [[1.96310, -0.43175, 1.95312], [1.03643, -0.17263, 0.97747], [-0.08259, -1.22017, 0.45542], [-0.83197, 0.03987, -0.76960], [-0.59280, 1.32396, -0.61145], [-2.12403, -0.08012, -0.83112], [-0.28851, -0.34111, -2.00829], [0.92037, 0.88195, 0.83443]]
}

No. 3
{
  "formula": "C6H9N4",
  "method": "ωB97M-V with the def2-TZVPD basis set",
  "e_tot_ev": -12313.779,
  "s_squared": 2.01,
  "total_charge": 1,
  "orbital_gap_ev": [7.846, 7.019],
  "lumo_energy_ha": [-0.1152, -0.2722],
  "mol_weight_g_mol": 137.17,
  "spin_multiplicity": 3,
  "de_lowest_kcal_mol": 64.2,
  "species": ["C", "C", "C", "C", "C", "C", "N", "N", "N", "N", "H", "H", "H", "H", "H", "H", "H", "H", "H"],
  "xyz": [[0.16675, 2.03348, 0.03416], [0.57419, 1.06529, -1.04668], [-0.69610, 1.70970, 1.00419], [2.19450, -0.62473, 0.23536], [-1.14620, -0.30320, 0.15494], [-1.95721, -1.47166, -0.04677], [-1.33343, 0.53971, 1.05680], [1.27674, -0.13505, -0.67982], [1.94037, -1.56815, 1.01385], [-0.14527, -0.20882, -0.92718], [0.62417, 2.91470, -0.09342], [0.57284, 1.55406, -2.08297], [-0.82061, 2.52490, 1.80097], [3.09283, 0.01326, 0.13940], [-2.48708, -1.82392, 0.81475], [-1.42533, -2.28276, -0.33679], [-2.89964, -1.29028, -0.73741], [2.70449, -1.98347, 1.51804], [-0.23600, -0.66307, -1.82142]]
}

No. 4
{
  "formula": "C24H29IN4NdO2S2",
  "method": "ωB97M-V with the def2-TZVPD basis set",
  "e_tot_ev": -80465.780,
  "s_squared": 3.75,
  "total_charge": -1,
  "orbital_gap_ev": [6.333, 6.331],
  "lumo_energy_ha": [0.0809, 0.0809],
  "mol_weight_g_mol": 740.80,
  "spin_multiplicity": 4,
  "de_lowest_kcal_mol": 0.0,
  "species": ["Nd", "C", "N", "C", "C", "N", "C", "C", "C", "C", "C", "C", "C", "S", "C", "C", "C", "C", "C", "C", "S", "H", "H", "H", "H", "H", "H", "H", "H", "H", "H", "H", "H", "H", "H", "H", "H", "H", "H", "N", "C", "C", "O", "O", "H", "H", "H", "H", "C", "C", "C", "N", "C", "C", "H", "H", "H", "H", "H", "I", "C", "H", "H"],
  "xyz": [[0.12351, 1.12549, 0.51315], [-0.41546, -2.47396, 1.93900], [0.12556, -2.27770, 0.55380], [-0.74332, -2.69469, -0.55776], [-2.08020, -1.94369, -0.62439], [-1.98803, -0.64759, -1.30429], [-3.26468, 0.09672, -1.15708], [-1.51310, -0.58862, -2.67811], [-2.39431, -0.81545, -3.73105], [-2.08826, -0.38718, -5.00302], [-0.84489, 0.19336, -5.27198], [0.11525, 0.23722, -4.30726], [-0.18853, -0.11652, -3.00452], [1.26133, -0.01589, -2.00733], [1.42649, -2.73021, 0.32615], [1.73687, -3.84699, -0.41407], [3.07347, -4.20183, -0.63519], [4.09075, -3.35553, -0.27576], [3.84684, -2.16778, 0.37359], [2.52938, -1.88579, 0.75249], [2.30727, -0.47348, 1.72923], [-0.68539, -3.53399, 2.20752], [-1.35365, -1.85730, 2.05042], [0.34211, -2.06959, 2.64089], [-0.97257, -3.75330, -0.43359], [-0.18492, -2.51183, -1.47376], [-2.46751, -1.83929, 0.43038], [-2.80883, -2.63098, -1.10856], [-4.18196, -0.46249, -1.49819], [-3.44731, 0.36954, -0.14833], [-3.23941, 1.05205, -1.71550], [-3.25815, -1.42689, -3.45742], [-2.76360, -0.50384, -5.86817], [-0.60997, 0.68684, -6.22469], [1.13223, 0.57402, -4.53348], [0.89782, -4.43696, -0.71459], [3.29442, -5.09952, -1.12159], [5.11069, -3.70195, -0.50539], [4.64864, -1.47650, 0.56544], [-0.81723, 2.66502, -1.48323], [0.17148, 3.80600, -1.80046], [1.37921, 3.76758, -0.87896], [2.29841, 4.56406, -1.10519], [1.37984, 2.95865, 0.12002], [-1.02223, 2.16152, -2.33831], [-1.65794, 3.08435, -1.12180], [-0.34199, 4.78580, -1.71269], [0.44744, 3.67399, -2.84715], [1.62444, 2.68310, 5.65119], [0.81210, 1.49729, 5.52409], [0.36136, 1.19134, 4.24468], [0.64002, 1.91068, 3.16968], [1.41450, 2.99636, 3.29060], [1.91588, 3.39702, 4.50740], [2.02642, 3.02601, 6.62943], [0.55455, 0.90218, 6.41119], [-0.27565, 0.33161, 4.03728], [1.62739, 3.49052, 2.34139], [2.61709, 4.24835, 4.58895], [-2.75049, 2.82330, 1.52273], [-2.06992, 0.75416, 2.02898], [-2.91393, 0.10455, 1.79660], [-1.98934, 0.76869, 3.11659]]
}

No. 5
{
  "formula": "C6H7OPS2",
  "method": "ωB97M-V with the def2-TZVPD basis set",
  "e_tot_ev": -39341.858,
  "smiles": "O=P(=S)c1ccccc1.S",
  "orbital_gap_ev": 8.497,
  "lumo_energy_ha": -0.0418,
  "mol_weight_g_mol": 190.23,
  "spin_multiplicity": 1,
  "de_lowest_kcal_mol": 23.2,
  "species": ["O", "P", "S", "C", "C", "C", "C", "C", "C", "H", "H", "H", "H", "H", "S", "H", "H"],
  "xyz": [[1.98561, 2.76056, 1.03124], [1.13322, 2.06696, 1.97637], [1.79678, 1.83138, 3.81539], [-0.16638, 1.10291, 0.93050], [-0.75642, -0.04824, 1.41390], [-1.65151, -0.72913, 0.59326], [-1.91558, -0.27755, -0.68859], [-1.17432, 0.78902, -1.23220], [-0.45274, 1.59438, -0.35495], [-0.41499, -0.46922, 2.33403], [-2.35971, -1.38684, 1.05440], [-2.75553, -0.66956, -1.34873], [-1.42033, 1.09791, -2.30547], [0.28695, 2.30813, -0.78449], [2.47554, -0.35018, -0.93209], [2.12823, 0.94695, -0.99527], [3.78682, -0.12100, -0.86965]]
}

No. 6
{
  "formula": "C5H16N2O3",
  "method": "ωB97M-V with the def2-TZVPD basis set",
  "e_tot_ev": -14566.116,
  "smiles": "CN[C@H](C=O)CCN.O.O",
  "orbital_gap_ev": 9.734,
  "lumo_energy_ha": 0.0254,
  "mol_weight_g_mol": 152.19,
  "spin_multiplicity": 1,
  "de_lowest_kcal_mol": 52.6,
  "species": ["C", "N", "C", "C", "O", "C", "C", "N", "H", "H", "H", "H", "H", "H", "H", "H", "H", "H", "H", "H", "O", "H", "H", "O", "H", "H"],
  "xyz": [[-1.99661, -0.38221, -1.64581], [-0.71834, -0.27847, -0.94382], [-0.32989, -1.27261, 0.05406], [-1.31798, -1.32629, 1.20068], [-2.21001, -0.52636, 1.35081], [1.17482, -1.14787, 0.34157], [1.73084, 0.29315, 0.56264], [1.49543, 0.88857, 1.89661], [-1.95764, -0.92621, -2.59411], [-2.29563, 0.64050, -1.94789], [-2.82970, -0.74942, -1.00971], [-0.67301, 0.62870, -0.47344], [-0.48224, -2.27506, -0.38952], [-1.21734, -2.19214, 1.82937], [1.45572, -1.93642, 1.09826], [1.84612, -1.54833, -0.52740], [1.16946, 0.87123, -0.15580], [2.80045, 0.14968, 0.34712], [0.88696, 0.27799, 2.37986], [2.25661, 1.30145, 2.37605], [2.14502, 0.21220, -2.71998], [1.94915, 1.12191, -2.98848], [1.27750, -0.03206, -2.33077], [-0.38048, 2.63404, 0.42975], [-1.22218, 2.95053, 0.76662], [0.01991, 2.20812, 1.22227]]
}

No. 7
{
  "formula": "C39H42Br4IrO3P2Si",
  "method": "ωB97M-V with the def2-TZVPD basis set",
  "e_tot_ev": -356734.405,
  "s_squared": 0.86,
  "orbital_gap_ev": [6.734, 5.051],
  "lumo_energy_ha": [-0.0166, -0.0733],
  "mol_weight_g_mol": 1160.63,
  "spin_multiplicity": 2,
  "de_lowest_kcal_mol": 27.2,
  "species": ["Ir", "C", "P", "C", "C", "C", "C", "C", "C", "C", "P", "C", "C", "H", "H", "H", "H", "H", "H", "H", "H", "H", "H", "H", "H", "H", "H", "H", "H", "Br", "C", "C", "Br", "C", "Br", "C", "O", "C", "O", "C", "Br", "C", "C", "C", "C", "C", "C", "C", "H", "H", "H", "H", "H", "H", "H", "C", "C", "C", "C", "Si", "O", "C", "C", "C", "C", "C", "C", "C", "C", "C", "C", "C", "C", "H", "H", "H", "H", "H", "H", "H", "H", "H", "H", "H", "H", "H", "H", "H", "H", "H", "H", "H"],
  "xyz": [[-0.14527, -0.07957, -0.21316], [-0.48416, -1.74376, 2.65732], [0.47269, -1.69246, 1.12929], [2.19769, -1.88158, 1.63664], [0.08791, -3.26501, 0.28787], [0.00353, -4.49300, 0.93990], [-0.35525, -5.62871, 0.23319], [-0.62640, -5.54417, -1.12951], [-0.52191, -4.32896, -1.78608], [-0.16660, -3.18344, -1.07802], [0.09453, -1.53149, -1.81861], [-1.07629, -1.36476, -3.18286], [1.69176, -1.79417, -2.63028], [-0.22981, -2.60952, 3.26863], [-1.53860, -1.74678, 2.39051], [-0.28458, -0.83007, 3.22219], [2.31680, -2.82624, 2.16838], [2.48411, -1.05559, 2.28964], [2.84847, -1.86384, 0.76185], [0.19903, -4.56540, 2.00340], [-0.43109, -6.58008, 0.74334], [-0.92254, -6.42844, -1.67889], [-0.73268, -4.28089, -2.84743], [-1.15293, -2.27391, -3.77699], [-0.73795, -0.54691, -3.82300], [-2.05097, -1.09718, -2.78021], [1.61065, -2.65859, -3.29060], [2.46031, -1.97740, -1.87974], [1.97467, -0.91856, -3.21622], [-1.18369, 6.47201, 1.94530], [-0.99278, 4.92827, 0.89765], [-1.13537, 5.01370, -0.52412], [-1.48682, 6.67328, -1.32378], [-1.00650, 3.89008, -1.30049], [-1.14798, 3.89957, -3.17236], [-0.72601, 2.63699, -0.70201], [-0.59722, 1.53741, -1.37239], [-0.55424, 2.55628, 0.70550], [-0.23966, 1.39874, 1.19692], [-0.70778, 3.72515, 1.49256], [-0.48336, 3.50570, 3.34355], [2.43680, 1.05655, -0.55927], [3.78498, 0.61640, -0.40898], [4.48444, 0.85752, 0.78976], [5.81005, 0.49349, 0.92788], [6.47847, -0.13397, -0.11912], [5.80019, -0.40286, -1.30387], [4.47509, -0.03813, -1.44750], [1.94699, 0.97214, -1.51804], [1.95500, 1.61468, 0.23157], [3.96510, 1.34804, 1.60535], [6.33160, 0.70222, 1.85329], [7.52044, -0.40629, -0.01447], [6.31450, -0.89380, -2.12051], [3.95605, -0.24208, -2.37500], [-5.85082, -2.53033, 0.10615], [-4.32387, -2.47350, 0.01102], [-3.68438, -3.55478, 0.89404], [-3.91901, -2.75680, -1.44078], [-3.61530, -0.76944, 0.46331], [-2.02288, -0.76050, 0.21986], [-4.53431, 0.52205, -0.54556], [-3.94869, 1.13275, -1.65757], [-4.62464, 2.10586, -2.38607], [-5.90103, 2.49353, -2.00820], [-6.49856, 1.90906, -0.89957], [-5.81890, 0.93776, -0.18052], [-3.92086, -0.34656, 2.27917], [-3.26913, 0.79808, 2.76068], [-3.36519, 1.18948, 4.08714], [-4.12385, 0.43879, 4.97673], [-4.78437, -0.69294, 4.52744], [-4.68172, -1.07654, 3.19475], [-6.20942, -3.52317, -0.19108], [-6.31627, -1.80016, -0.55904], [-6.21983, -2.34030, 1.11554], [-3.96586, -4.55411, 0.53901], [-3.99050, -3.47551, 1.93888], [-2.59384, -3.49070, 0.85764], [-4.25811, -3.75535, -1.74289], [-2.83507, -2.72771, -1.54444], [-4.35472, -2.02897, -2.13256], [-2.94219, 0.85446, -1.95079], [-4.14936, 2.56905, -3.24086], [-6.42764, 3.25340, -2.57239], [-7.49030, 2.21747, -0.59224], [-6.29493, 0.50091, 0.69225], [-2.66395, 1.39041, 2.08168], [-2.84572, 2.07627, 4.42659], [-4.19883, 0.73701, 6.01531], [-5.37913, -1.28252, 5.21468], [-5.21046, -1.96596, 2.87604]]
}

No. 8
{
  "formula": "C3H13N2O",
  "method": "ωB97M-V with the def2-TZVPD basis set",
  "e_tot_ev": -8342.563,
  "total_charge": 1,
  "orbital_gap_ev": 9.826,
  "lumo_energy_ha": -0.1195,
  "mol_weight_g_mol": 93.15,
  "spin_multiplicity": 1,
  "de_lowest_kcal_mol": 32.7,
  "species": ["C", "C", "C", "N", "N", "H", "H", "H", "H", "H", "H", "H", "H", "H", "H", "H", "H", "H", "O"],
  "xyz": [[0.39924, 1.07637, 0.54931], [1.07742, 0.13101, -0.44927], [1.36302, -1.32675, 0.15634], [0.06407, -2.02668, 0.37340], [-0.98397, 0.61801, 1.04659], [0.91608, 1.30578, 1.46902], [0.34509, 2.07623, 0.08142], [0.35072, -0.06314, -1.24539], [1.97597, 0.45409, -0.96119], [1.75666, -1.09203, 1.14854], [1.92334, -1.81092, -0.63254], [-0.20207, -2.90079, -0.04150], [-0.02298, -1.93577, 1.37234], [-1.17275, 1.10339, 1.92345], [-0.90113, -0.37299, 1.26900], [-1.72892, 0.75969, 0.36825], [-1.36449, 1.87159, -2.59568], [-2.35538, 0.92338, -1.93424], [-1.43992, 1.20953, -1.89784]]
}